{"formula": "C20H30N2O6S", "method": "wB97M-V/def2-TZVPD", "de_lowest_kcal_mol": 11.6, "energy_ev": -47327.6250, "molar_mass_g_mol": 426.5, "smiles": "COc1ccc(S(=O)(=O)N2CCCCCC2)cc1C(=O)OCC(=O)NCC(C)C", "elements": ["C", "O", "C", "C", "C", "C", "S", "O", "O", "N", "C", "C", "C", "C", "C", "C", "C", "C", "C", "O", "O", "C", "C", "O", "N", "C", "C", "C", "C", "H", "H", "H", "H", "H", "H", "H", "H", "H", "H", "H", "H", "H", "H", "H", "H", "H", "H", "H", "H", "H", "H", "H", "H", "H", "H", "H", "H", "H", "H"], "xyz": [[-3.219155, -4.557566, -0.811385], [-2.018333, -3.879873, -0.515158], [-2.057646, -2.626781, -0.050634], [-3.238734, -1.906621, 0.163986], [-3.198751, -0.614231, 0.649776], [-1.982998, -0.025027, 0.944481], [-1.913078, 1.674389, 1.522577], [-0.800597, 1.775104, 2.420369], [-3.221569, 2.041512, 1.975034], [-1.560186, 2.608776, 0.204925], [-0.194537, 2.668350, -0.242018], [0.115645, 1.861190, -1.507914], [-0.496866, 2.495233, -2.758423], [-1.942586, 2.077748, -3.048884], [-2.833613, 1.892476, -1.815960], [-2.626598, 2.932136, -0.707681], [-0.807681, -0.721200, 0.767839], [-0.819801, -2.015249, 0.257930], [0.455556, -2.733650, 0.008879], [0.596969, -3.695434, -0.697177], [1.473589, -2.138153, 0.666154], [2.778733, -2.666565, 0.479958], [3.766151, -1.626267, -0.060044], [4.937934, -1.897189, -0.200752], [3.214322, -0.440127, -0.366521], [3.985264, 0.702042, -0.794761], [3.911808, 1.859868, 0.209210], [4.631414, 3.078899, -0.360809], [4.518373, 1.447755, 1.546896], [-3.849321, -4.664862, 0.076470], [-2.912711, -5.542484, -1.158612], [-3.780545, -4.053155, -1.603357], [-4.194623, -2.355784, -0.051096], [-4.102730, -0.050124, 0.817688], [0.066931, 3.719328, -0.421391], [0.399239, 2.315905, 0.602817], [1.201643, 1.843608, -1.621592], [-0.227318, 0.831032, -1.397144], [-0.444081, 3.580614, -2.651595], [0.107481, 2.232229, -3.629273], [-2.385611, 2.832781, -3.701639], [-1.940174, 1.135731, -3.601960], [-3.874857, 1.931827, -2.141434], [-2.668752, 0.902987, -1.386483], [-3.521647, 2.993639, -0.086655], [-2.434506, 3.919244, -1.138286], [0.121002, -0.253203, 1.049901], [2.739882, -3.512799, -0.216113], [3.150821, -3.024213, 1.444716], [2.239127, -0.294027, -0.153596], [3.622633, 1.033351, -1.774978], [5.016863, 0.358562, -0.900567], [2.856893, 2.117283, 0.366816], [4.570873, 3.912107, 0.334454], [5.680448, 2.850838, -0.533761], [4.185772, 3.386451, -1.304463], [3.993001, 0.590750, 1.961413], [4.453451, 2.265285, 2.260487], [5.564197, 1.177979, 1.419848]], "forces_ev_per_angstrom": [[-0.26, -0.13, -0.05], [0.13, 0.15, 0.09], [0.13, 0.28, 0.09], [-0.01, -0.21, -0.10], [0.07, 0.01, 0.08], [-0.11, 0.69, 0.33], [0.12, 0.05, -0.16], [0.16, -0.18, -0.17], [-0.16, -0.17, -0.27], [-0.19, -0.34, 1.00], [0.60, -0.26, -0.01], [-0.06, 0.34, -0.03], [-0.02, -0.25, -0.07], [0.01, -0.01, 0.09], [0.08, 0.19, -0.13], [-0.68, -0.19, -0.21], [0.04, -0.25, -0.02], [-0.22, 0.00, -0.04], [0.00, -0.31, -0.32], [0.04, 0.17, 0.13], [0.06, 0.29, 0.27], [0.54, -0.44, -0.18], [-0.63, -0.22, 0.13], [0.31, -0.22, 0.07], [-0.35, 0.36, -0.04], [0.03, 0.25, -0.01], [0.28, -0.13, -0.08], [-0.27, -0.18, 0.08], [-0.24, 0.06, -0.15], [0.03, 0.02, -0.04], [-0.07, 0.07, 0.02], [0.03, 0.00, 0.04], [-0.06, -0.06, -0.02], [-0.16, -0.01, 0.00], [0.01, -0.08, 0.05], [0.19, 0.16, -0.16], [0.07, -0.06, 0.04], [0.06, -0.10, 0.02], [0.07, 0.07, -0.04], [0.01, 0.11, -0.01], [-0.04, -0.05, -0.08], [-0.02, 0.03, -0.08], [-0.05, -0.08, 0.04], [-0.07, 0.02, -0.06], [-0.03, 0.19, -0.24], [0.00, 0.04, 0.09], [0.15, -0.03, 0.02], [0.08, 0.22, 0.16], [-0.06, 0.09, -0.14], [0.09, -0.14, 0.00], [0.10, -0.01, 0.03], [-0.06, 0.09, -0.06], [-0.02, -0.01, -0.03], [0.04, 0.12, 0.04], [0.16, 0.00, -0.03], [0.00, 0.08, -0.13], [0.00, -0.09, 0.11], [0.01, 0.06, 0.12], [0.15, -0.04, 0.00]]}

{"formula": "C20H30N3O2", "method": "wB97M-V/def2-TZVPD", "de_lowest_kcal_mol": 0.3, "energy_ev": -29787.6287, "molar_mass_g_mol": 344.5, "total_charge": 1, "smiles": "CCCCOc1cc(C(=O)NCC[NH+](CC)CC)c2ccccc2n1", "elements": ["C", "C", "C", "C", "O", "C", "C", "C", "C", "O", "N", "C", "C", "N", "C", "C", "C", "C", "C", "C", "C", "C", "C", "C", "N", "H", "H", "H", "H", "H", "H", "H", "H", "H", "H", "H", "H", "H", "H", "H", "H", "H", "H", "H", "H", "H", "H", "H", "H", "H", "H", "H", "H", "H", "H"], "xyz": [[-6.643725, -2.523638, -0.675054], [-5.612664, -1.499276, -1.133681], [-5.595932, -0.237552, -0.268988], [-5.016869, -0.471560, 1.124902], [-3.672313, -0.951244, 1.081335], [-2.715675, -0.072630, 0.804202], [-1.390829, -0.585440, 0.755759], [-0.348425, 0.268705, 0.489113], [1.027405, -0.268248, 0.458939], [2.015756, 0.352338, 0.865636], [1.156662, -1.504418, -0.069233], [2.338258, -2.335347, 0.097550], [3.538588, -1.859960, -0.728108], [4.181674, -0.674175, -0.117248], [4.821862, 0.198165, -1.130376], [3.808708, 1.040385, -1.886774], [5.124747, -1.038705, 0.968779], [5.273279, 0.090273, 1.975891], [-0.623632, 1.654127, 0.280577], [0.345853, 2.634942, 0.006883], [-0.014813, 3.941598, -0.186356], [-1.360819, 4.328234, -0.124646], [-2.332237, 3.401907, 0.134771], [-1.991519, 2.050836, 0.343257], [-2.990878, 1.186979, 0.597246], [-6.410427, -2.901476, 0.316905], [-6.664515, -3.367450, -1.360328], [-7.635874, -2.079264, -0.651081], [-5.836026, -1.208843, -2.162217], [-4.618708, -1.952947, -1.125619], [-6.611468, 0.141686, -0.150319], [-5.001220, 0.535208, -0.759437], [-5.566868, -1.249802, 1.655283], [-5.043860, 0.459667, 1.698327], [-1.255811, -1.631239, 0.985124], [0.322157, -1.951218, -0.415564], [2.077718, -3.346516, -0.213924], [2.606000, -2.364029, 1.160256], [3.194032, -1.599774, -1.730013], [4.273614, -2.663598, -0.814098], [3.352539, -0.130188, 0.353359], [5.512024, 0.863784, -0.612253], [5.399650, -0.428819, -1.815000], [4.332405, 1.691334, -2.580704], [3.110691, 0.437777, -2.462204], [3.245128, 1.665135, -1.198927], [4.736837, -1.920491, 1.480835], [6.088889, -1.300431, 0.525115], [4.302072, 0.380615, 2.369472], [5.890751, -0.245030, 2.803969], [5.747793, 0.966637, 1.543917], [1.386499, 2.355738, -0.025458], [0.741985, 4.684669, -0.386627], [-1.623386, 5.362970, -0.281876], [-3.375079, 3.669609, 0.188726]], "forces_ev_per_angstrom": [[0.21, 0.08, -0.14], [-0.18, 0.10, 0.10], [0.40, -0.27, 0.03], [-0.69, 0.38, -0.09], [0.31, -0.35, 0.00], [0.17, 0.80, -0.19], [0.27, 0.21, -0.04], [-0.81, 0.02, 0.20], [0.05, -0.45, -0.27], [-0.04, 0.16, 0.31], [-0.20, -0.17, -0.03], [0.30, 0.25, 0.03], [-0.38, -0.50, -0.16], [-0.44, 0.36, 0.31], [0.15, 0.46, -0.46], [0.04, -0.10, 0.11], [0.34, -0.05, 0.56], [-0.04, -0.06, -0.12], [-0.35, 0.03, 0.02], [0.21, 0.27, -0.07], [0.19, -0.17, -0.02], [-0.21, -0.08, 0.04], [0.15, 0.15, -0.05], [0.76, 0.10, -0.08], [-0.49, -0.86, 0.27], [-0.04, -0.09, 0.13], [-0.07, -0.12, 0.01], [-0.14, 0.00, 0.03], [0.09, -0.02, -0.02], [0.03, 0.02, -0.11], [-0.06, 0.08, 0.03], [-0.13, 0.05, 0.05], [0.08, 0.09, 0.00], [-0.02, -0.18, 0.01], [0.07, -0.10, 0.02], [0.03, 0.09, 0.00], [0.04, 0.07, 0.05], [-0.03, -0.10, -0.08], [0.09, 0.00, 0.07], [0.04, 0.13, 0.02], [0.56, -0.36, -0.36], [0.01, -0.15, 0.03], [0.00, -0.05, 0.16], [0.05, 0.03, -0.06], [-0.09, -0.04, -0.06], [-0.06, 0.08, 0.02], [-0.02, 0.00, -0.14], [-0.14, -0.06, -0.09], [-0.07, 0.03, 0.08], [0.06, -0.03, 0.05], [0.05, 0.10, -0.02], [0.02, 0.03, 0.00], [0.08, 0.04, -0.02], [-0.06, 0.09, -0.01], [-0.12, 0.02, 0.01]]}